Density functional theory data (ωB97M-V/def2-TZVPD) for a structure of composition H22NeO11.

Geometry as XYZ:
```
34
H22NeO11, DFT ωB97M-V/def2-TZVPD
Ne -15.249 -10.153 10.987
O -18.138 -11.775 8.557
H -18.537 -11.486 9.378
H -17.197 -11.778 8.736
O -13.731 -12.196 9.752
H -13.455 -13.062 9.452
H -14.643 -12.312 10.017
O -13.453 -11.455 12.698
H -12.531 -11.711 12.676
H -13.821 -11.811 11.889
O -15.975 -13.024 11.193
H -16.290 -13.816 10.757
H -15.598 -13.336 12.015
O -17.650 -10.580 11.804
H -18.433 -11.118 11.681
H -16.930 -11.209 11.839
O -13.053 -10.125 8.199
H -13.233 -10.907 8.721
H -12.456 -9.607 8.739
O -16.811 -7.673 11.741
H -17.457 -8.379 11.771
H -17.131 -7.029 12.374
O -15.822 -8.325 8.107
H -14.978 -8.452 8.541
H -16.410 -8.042 8.807
O -17.842 -6.893 9.405
H -17.371 -7.147 10.199
H -18.732 -7.219 9.541
O -13.243 -7.067 9.895
H -12.445 -7.581 10.017
H -13.121 -6.298 10.452
O -14.129 -8.119 13.751
H -14.492 -8.963 14.021
H -14.614 -7.892 12.958
```

* molar mass: 218.35 g mol⁻¹
* Kohn-Sham gap: 0.3360 Eh
* relative energy (zero: lowest compared OMol25 entry of this formula, charge and spin): 36.8 kcal per mole

---

Density functional theory data (ωB97M-V/def2-TZVPD) for a structure of composition H22O11 in a non-equilibrium geometry.

Geometry as XYZ:
```
33
H22O11, DFT ωB97M-V/def2-TZVPD
O 2.118 0.444 -0.454
H 1.523 1.025 -0.929
H 2.834 1.012 -0.172
O -0.069 2.916 0.375
H 0.057 2.004 0.634
H 0.787 3.194 0.049
O -2.326 0.195 1.241
H -1.997 0.531 2.075
H -1.932 0.765 0.580
O -1.498 0.465 -2.525
H -1.097 0.495 -1.657
H -1.015 -0.219 -2.989
O -0.143 -0.690 -0.392
H -0.441 0.099 0.061
H 0.809 -0.677 -0.295
O 0.489 0.888 1.179
H -0.284 0.735 1.722
H 1.126 1.284 1.773
O 1.704 -1.853 1.888
H 1.723 -0.992 2.307
H 1.965 -1.685 0.982
O -2.345 -2.271 0.446
H -1.755 -1.838 -0.171
H -2.048 -1.978 1.308
O -0.842 -1.698 -1.988
H -0.358 -1.673 -1.162
H -0.238 -2.106 -2.608
O -1.776 1.697 0.089
H -1.020 2.274 0.202
H -2.346 2.165 -0.521
O 2.536 -1.786 -0.407
H 2.382 -0.842 -0.378
H 3.478 -1.880 -0.266
```

* molar mass: 198.17 g mol⁻¹
* Kohn-Sham gap: 0.2802 Eh
* relative energy (zero: lowest compared OMol25 entry of this formula, charge and spin): 275.9 kcal per mole

---

Density functional theory data (ωB97M-V/def2-TZVPD) for a cluster of 11 separate species, H22O11 in total.

Geometry as XYZ:
```
33
H22O11, DFT ωB97M-V/def2-TZVPD
O 0.523 -30.512 -7.497
H 0.200 -29.666 -7.164
H -0.095 -31.168 -7.148
O 2.740 -34.839 -6.303
H 2.657 -34.158 -7.010
H 3.616 -34.737 -5.880
O 5.999 -30.279 -8.285
H 6.286 -30.193 -7.374
H 5.042 -30.445 -8.220
O 1.652 -29.343 -9.930
H 1.351 -28.443 -10.097
H 1.531 -29.473 -8.981
O 3.319 -29.268 -4.767
H 2.571 -29.656 -4.291
H 2.977 -28.439 -5.126
O 1.888 -33.749 -8.590
H 1.455 -34.602 -8.706
H 1.403 -33.160 -9.205
O 5.124 -34.462 -5.112
H 6.043 -34.489 -5.395
H 5.139 -34.034 -4.245
O 0.314 -31.975 -10.046
H 0.516 -31.284 -9.387
H -0.473 -31.640 -10.485
O 6.169 -29.008 -5.402
H 5.209 -28.941 -5.293
H 6.530 -28.836 -4.527
O 4.867 -31.046 -3.272
H 4.296 -30.602 -3.918
H 5.372 -30.336 -2.865
O 3.373 -30.719 -7.377
H 2.444 -30.962 -7.520
H 3.437 -30.489 -6.440
```

* molar mass: 198.17 g mol⁻¹
* Kohn-Sham gap: 0.3192 Eh
* relative energy (zero: lowest compared OMol25 entry of this formula, charge and spin): 43.7 kcal per mole
* structure (SMILES): O.O.O.O.O.O.O.O.O.O.O

---

Density functional theory data (ωB97M-V/def2-TZVPD) for a cluster of 11 separate species, H22O11 in total.

Geometry as XYZ:
```
33
H22O11, DFT ωB97M-V/def2-TZVPD
O -1.710 -4.412 -0.802
H -1.359 -3.603 -0.418
H -2.650 -4.381 -0.603
O -1.290 1.131 -0.689
H -1.018 1.864 -1.267
H -2.223 1.290 -0.503
O 3.182 2.601 0.724
H 2.430 2.405 0.161
H 2.843 2.507 1.620
O 1.343 -2.588 -2.056
H 0.886 -2.455 -2.893
H 1.199 -1.767 -1.554
O -2.657 -1.800 0.414
H -1.757 -1.679 0.744
H -3.127 -2.222 1.144
O 2.399 1.287 -2.005
H 2.460 0.582 -1.338
H 2.242 0.824 -2.836
O -1.596 0.782 2.397
H -1.932 0.359 1.597
H -1.389 0.061 3.001
O -0.022 -2.646 1.406
H 0.039 -2.044 2.161
H 0.479 -3.427 1.679
O 0.977 -0.477 -0.115
H 0.294 0.229 -0.146
H 0.575 -1.236 0.350
O 0.507 3.254 -1.137
H 0.319 3.880 -1.847
H 1.103 2.584 -1.532
O -0.195 3.394 1.604
H -0.144 3.147 0.662
H -0.207 2.555 2.079
```

* molar mass: 198.17 g mol⁻¹
* Kohn-Sham gap: 0.3688 Eh
* relative energy (zero: lowest compared OMol25 entry of this formula, charge and spin): 30.3 kcal per mole
* structure (SMILES): O.O.O.O.O.O.O.O.O.O.O

---

> relative energy (zero: lowest compared OMol25 entry of this formula, charge and spin) of number 3 (H22O11)?

43.7 kcal per mole